Entry 1:
26
Properties=species:S:1:pos:R:3:forces:R:3:nbo_charge:R:1 method="wB97M-V/def2-TZVPD" total_charge=+1 fmax_ha_per_bohr=0.018 homo_lumo_gap_ev=7.53 e_tot_ha=-549.722201 e_homo_ev=-12.632 e_lumo_ev=-5.106
C 2.626528 -1.091392 0.211744 -0.2 0.2 -0.2 -0.71
C 1.990557 -0.352854 -0.986220 0.0 0.1 -0.4 -0.04
O 1.785991 0.989203 -0.650019 0.0 -0.6 0.7 -0.70
B 0.615556 1.425440 -0.007053 0.2 0.0 -0.1 1.11
N 0.783511 2.035489 1.293784 -0.6 0.1 -0.4 -1.11
C -0.744693 1.304381 -0.787828 0.0 0.2 0.0 -0.84
C -2.041135 1.185624 0.041197 0.0 0.2 -0.3 -0.37
C -2.812167 -0.130975 -0.183462 -0.3 0.1 0.2 -0.52
C -1.908808 -1.322315 -0.187944 0.1 -0.4 -0.5 0.80
O -1.474699 -1.882332 -1.170588 0.1 0.4 0.5 -0.60
O -1.561591 -1.732802 1.060061 0.4 0.4 0.0 -0.68
H 3.351706 -0.413453 0.670992 0.0 -0.1 0.1 0.26
H 1.850521 -1.385738 0.933953 0.1 0.0 0.1 0.20
H 3.134233 -1.966022 -0.220311 0.0 0.1 -0.5 0.12
H 1.071600 -0.862402 -1.300981 0.0 0.0 0.1 0.20
H 2.692973 -0.396946 -1.823231 -0.1 0.1 0.1 0.20
H 0.056815 2.707549 1.512790 -0.1 -0.2 0.1 0.39
H 0.843484 1.401667 2.080225 0.5 0.1 0.0 0.39
H -0.781079 2.229886 -1.383600 0.0 -0.1 0.0 0.27
H -0.676581 0.510265 -1.539448 -0.1 0.1 0.0 0.24
H -1.848097 1.318958 1.107668 0.1 -0.1 0.0 0.20
H -2.721962 1.991458 -0.244720 0.0 -0.1 0.1 0.23
H -3.351140 -0.107452 -1.129809 0.2 0.0 0.0 0.24
H -3.544804 -0.242646 0.620948 0.0 0.0 -0.1 0.24
H -0.813782 -2.334691 0.932369 -0.3 -0.3 0.0 0.48
Li 3.477061 -2.877901 1.149485 0.1 -0.2 0.5 0.99

***

Entry 2:
16
Properties=species:S:1:pos:R:3:forces:R:3:nbo_charge:R:1 method="wB97M-V/def2-TZVPD" de_lowest_kj_mol=412.49 fmax_ha_per_bohr=0.088 homo_lumo_gap_ev=9.08 e_tot_ha=-876.567800 e_homo_ev=-8.522 e_lumo_ev=0.561
C -0.640459 0.528532 -0.760475 -0.7 0.9 1.1 0.46
C -1.955494 0.660610 -0.949296 1.3 -2.4 2.0 -0.71
C 1.375522 1.081249 0.494931 -0.7 -3.8 2.3 -0.41
C -0.726197 -2.420455 0.199707 -1.2 0.2 -1.0 -0.14
N 0.527667 0.473513 -0.463821 -1.4 -1.4 -1.6 -0.44
N 0.138638 -2.183212 1.112775 1.3 -0.6 -1.4 0.37
O -0.062759 -1.925334 2.270803 -0.1 0.6 1.4 -0.43
O 1.480754 -2.217757 0.734374 1.0 -0.7 -0.4 -0.55
Cl -0.189603 -2.751437 -1.420772 -0.7 0.0 0.5 0.02
H 1.593902 -2.680673 -0.157062 -0.7 0.9 1.5 0.49
H -2.773311 0.031530 -0.601809 0.9 -0.5 0.9 0.23
H -2.404941 1.141278 -1.696376 -0.7 2.7 -3.2 0.23
H 2.339581 1.039443 0.101133 1.8 -0.4 -0.1 0.20
H 1.266668 0.461324 1.525015 0.5 1.7 -2.3 0.23
H 1.134336 2.055413 0.568488 -1.0 3.5 0.9 0.19
H -1.753457 -2.154656 0.476610 0.5 -0.6 -0.6 0.24

***

Entry 3:
15
Properties=species:S:1:pos:R:3:forces:R:3:nbo_charge:R:1 method="wB97M-V/def2-TZVPD" de_lowest_kj_mol=196.45 fmax_ha_per_bohr=0.011 homo_lumo_gap_ev=10.94 e_tot_ha=-382.889996 e_homo_ev=-10.152 e_lumo_ev=0.789
C 1.003867 -1.393255 -0.970109 0.0 0.0 0.0 -0.73
C 1.007281 0.085605 -0.690823 0.2 0.2 -0.1 0.59
O 1.608855 0.883163 -1.376009 -0.1 -0.4 0.3 -0.54
C 0.300896 0.595165 0.550232 0.2 0.2 0.0 -0.20
O -0.695365 -0.322181 1.010804 0.0 0.0 0.1 -0.51
C -1.506290 0.146887 1.974492 0.0 0.3 0.2 0.65
O -1.493579 1.261017 2.423330 0.1 -0.5 -0.2 -0.57
H 0.216389 -1.601531 -1.703121 0.1 0.0 0.1 0.25
H 0.801085 -1.983504 -0.074472 0.0 0.1 -0.1 0.23
H 1.964725 -1.666445 -1.410481 -0.1 0.0 0.0 0.24
H 1.098745 0.676622 1.296447 -0.1 0.1 0.2 0.22
H -0.674037 1.293125 -2.012249 -0.2 0.1 -0.1 0.02
H -1.321407 1.089703 -1.711919 -0.1 0.0 -0.1 -0.02
H -0.124805 1.587545 0.393515 0.1 -0.2 -0.1 0.24
H -2.186359 -0.651915 2.300365 0.0 0.1 -0.1 0.13

***

Entry 4:
19
Properties=species:S:1:pos:R:3:forces:R:3:nbo_charge:R:1 method="wB97M-V/def2-TZVPD" de_lowest_kj_mol=298.07 fmax_ha_per_bohr=0.071 homo_lumo_gap_ev="7.61 / 6.91" e_tot_ha=-974.625983 e_homo_ev="-7.727 / -7.963" e_lumo_ev="-0.115 / -1.056"
C -0.950578 1.837894 -1.388040 0.3 -1.9 0.0 -0.13
C -0.510895 0.753798 -2.110916 0.3 2.2 2.8 -0.55
C -0.332109 2.138863 -0.032775 3.3 0.1 -1.6 -0.43
C 0.632681 0.931012 0.407299 -1.9 0.6 -1.9 -0.53
C 0.208704 0.026350 1.529238 1.1 -0.4 0.9 -0.62
C 1.043731 -2.819169 -0.558047 0.2 0.7 -0.4 -0.55
P 0.870962 -0.018619 -1.183598 0.3 -0.2 -0.9 0.97
S 2.526812 0.334487 -2.146366 0.2 0.0 0.1 -0.51
H -1.815544 2.457930 -1.593788 0.2 0.2 -0.8 0.21
H -0.651056 0.613842 -3.146719 -0.6 -0.5 -0.8 0.24
H 0.238804 3.183157 -0.112512 -0.9 -2.3 0.1 0.23
H -1.057391 2.288714 0.676435 -1.9 0.3 1.8 0.21
H 1.606707 1.275862 0.550212 1.5 0.7 0.5 0.25
H 0.862872 0.140075 2.391160 0.2 0.3 0.1 0.22
H 0.343180 -1.009007 1.276124 -0.1 -0.5 -0.3 0.22
H -0.761088 0.105076 1.935029 -1.4 0.5 0.0 0.22
H 1.439019 -3.400392 -1.380913 -0.3 0.4 -0.3 0.19
H 1.682688 -2.816353 0.294838 0.2 0.3 0.6 0.18
H 0.003576 -2.679665 -0.408189 -0.7 -0.4 0.1 0.18

***

Entry 5:
35
Properties=species:S:1:pos:R:3:forces:R:3:nbo_charge:R:1 method="wB97M-V/def2-TZVPD" de_lowest_kj_mol=119.22 fmax_ha_per_bohr=0.029 homo_lumo_gap_ev=10.49 e_tot_ha=-1146.321678 e_homo_ev=-9.755 e_lumo_ev=0.733
C -4.798802 -0.551693 -1.053019 -0.1 0.0 -0.1 -0.42
C -3.922582 -1.156757 -0.271559 0.0 -0.1 0.2 -0.17
C -3.447667 -0.587033 1.030503 0.2 0.3 -0.1 -0.45
H -3.303462 -1.385203 1.760125 0.0 0.0 0.1 0.22
H -4.185596 0.118150 1.415063 0.0 0.0 0.1 0.22
C -2.119449 0.176751 0.886668 0.1 -0.8 0.5 -0.08
N -2.298617 1.314468 0.004728 0.5 0.6 0.0 -0.88
S -0.935096 2.231106 -0.124538 -0.6 0.2 -0.4 2.52
O -1.085304 3.130983 -1.208296 0.1 -0.2 -0.3 -0.91
O -0.602695 2.703781 1.174202 0.1 -0.1 0.2 -0.93
O 0.168799 1.147186 -0.570589 -0.1 0.9 -0.3 -0.72
C 0.345469 0.135040 0.422164 0.2 -1.3 0.8 0.06
C 1.594652 -0.678098 0.090310 -0.2 0.7 -0.1 -0.41
C 2.849221 0.191198 0.086498 0.0 -0.4 -0.1 -0.40
C 4.098799 -0.612892 -0.265140 0.0 0.4 0.1 -0.39
C 5.346070 0.262195 -0.266977 -0.1 -0.2 0.0 -0.60
H 5.246443 1.064653 -0.994027 0.0 0.1 -0.1 0.20
H 6.225436 -0.324940 -0.520760 0.1 0.0 0.0 0.21
H 5.501104 0.707130 0.713219 0.1 0.1 0.1 0.20
H 3.972221 -1.066226 -1.250532 0.0 -0.1 0.0 0.20
H 4.223482 -1.422161 0.458092 0.0 -0.1 0.0 0.19
H 2.714208 0.997892 -0.635474 0.1 0.1 0.0 0.21
H 2.973785 0.645627 1.071837 0.0 0.1 0.0 0.20
H 1.463114 -1.143379 -0.888144 0.0 -0.1 0.0 0.21
H 1.687901 -1.470937 0.835146 -0.1 -0.1 0.0 0.21
H 0.459578 0.635464 1.390904 0.1 -0.2 -0.1 0.21
C -0.942737 -0.710671 0.408605 0.1 0.4 0.4 0.06
O -1.148007 -1.218826 -0.885406 -0.1 -0.1 -0.3 -0.72
H -0.869054 -0.538283 -1.513751 0.0 -0.1 0.0 0.48
H -0.842575 -1.573753 1.074411 0.1 0.1 0.0 0.19
H -2.681728 1.057983 -0.894345 0.0 0.0 -0.3 0.42
H -1.845675 0.604508 1.857033 -0.1 -0.2 0.0 0.23
H -3.478918 -2.095813 -0.567803 0.0 -0.1 -0.1 0.21
H -5.113129 -0.976070 -1.991272 0.0 -0.1 -0.2 0.20
H -5.249185 0.388618 -0.777875 -0.1 0.2 0.1 0.19

***

Entry 6:
76
Properties=species:S:1:pos:R:3:forces:R:3:lowdin_charge:R:1 method="wB97M-V/def2-TZVPD" total_charge=+1 fmax_ha_per_bohr=0.188 homo_lumo_gap_ev=7.41 e_tot_ha=-5308.414432 e_homo_ev=-10.479 e_lumo_ev=-3.068
C 4.821461 1.041953 1.341316 0.0 -1.4 0.5 -0.06
C 3.739612 0.769622 0.139154 1.6 0.6 -0.5 -0.24
F 4.438521 1.169054 -1.139817 -1.9 -0.9 2.6 -0.12
C 2.363690 1.674335 0.235802 3.2 1.7 -0.1 -0.09
N 1.092774 0.841890 0.447629 1.3 -0.6 0.7 -0.09
C 0.486728 1.347562 1.728287 -2.9 2.4 1.6 -0.28
P 1.456222 1.017024 3.337007 2.3 -1.1 3.5 0.77
N 2.531127 -0.177250 3.293170 -2.1 1.1 -1.6 -0.16
O 0.378282 0.654977 4.702279 2.0 1.2 -3.1 -0.26
O 2.350094 2.501123 3.729847 -2.0 -3.3 0.3 -0.23
C -1.049549 0.887922 2.034965 -1.1 -0.3 0.3 -0.14
C -1.995817 0.619237 0.728157 -0.8 0.3 1.0 -0.23
C -3.285568 -0.230512 1.302320 -0.6 0.1 1.2 -0.12
C -4.618268 -0.198886 0.349118 -2.0 6.4 -0.9 -0.09
O -5.177414 1.024228 0.136408 3.6 -7.6 1.3 -0.07
C -1.210124 -0.096581 -0.553040 -0.4 3.9 0.6 -0.33
C -2.109224 0.267040 -1.868677 -1.2 0.2 -1.5 -0.18
C -2.984028 -0.901936 -2.575179 -1.9 0.3 -0.2 -0.46
S -2.036966 -2.028795 -3.760222 -1.1 -1.4 1.0 0.88
C -2.161090 -3.826859 -3.263623 3.4 -2.5 0.2 -0.47
N -0.837343 -4.570553 -3.523951 -7.0 0.5 2.5 -0.02
N -1.065820 -5.868024 -3.070484 -6.6 2.0 1.4 -0.02
C -2.515488 -5.950471 -2.548083 4.8 1.5 -1.8 -0.03
O -3.230856 -4.635750 -2.661058 5.8 -1.5 -1.7 -0.07
S -0.869636 -1.887560 -0.215542 -0.8 -9.0 -3.3 0.80
C -0.071809 -2.294479 1.439842 0.6 -0.4 2.2 -0.14
O 0.055312 -2.613696 -1.270629 -1.8 4.3 3.5 -0.41
O -2.145237 -2.820731 -0.205177 3.1 4.5 0.7 -0.38
C 0.162607 0.843982 -0.761419 -1.5 1.0 -0.3 -0.49
O -0.331486 2.215159 -0.915783 1.2 -2.1 0.3 -0.04
P 1.248787 0.232418 -2.254024 -0.2 -0.9 -2.6 0.46
S 1.823207 1.637073 -3.459672 -0.1 0.2 0.8 0.22
H 4.872573 0.033747 1.978440 -0.1 2.3 -1.3 0.09
H 5.900267 1.180185 0.891582 -2.4 0.0 0.8 0.11
H 4.501816 1.877567 2.099547 0.7 -1.5 -1.8 0.08
H 3.564439 -0.382548 0.049148 0.1 2.1 0.0 0.14
H 2.344567 2.355363 -0.713833 -0.3 -1.6 1.5 0.12
H 2.564764 2.438974 1.131854 -0.9 -2.0 -1.8 0.15
H 1.445544 -0.161763 0.487405 -0.6 1.2 0.5 0.14
H 0.445591 2.537576 1.619009 0.1 -2.7 0.0 0.18
H 2.463551 -0.598689 2.344559 0.5 0.0 0.9 -0.04
H 0.388141 -0.340293 4.862615 0.2 1.4 -0.5 -0.05
H 2.946393 2.204658 4.489744 -1.0 0.5 -1.2 0.10
H -1.557205 1.784113 2.638241 1.2 -2.0 -1.3 0.17
H -1.154023 -0.070912 2.726099 0.7 2.1 -1.4 0.10
H -2.451729 1.688308 0.454241 1.2 -2.6 -0.1 0.17
H -3.002486 -1.310706 1.712230 -0.6 2.2 -1.4 0.11
H -3.608017 0.361109 2.291521 0.5 -1.1 -2.3 0.14
H -5.122345 -1.107854 -0.187788 1.1 1.4 1.3 0.14
H -1.499402 0.788698 -2.754546 -0.9 -1.3 2.2 0.14
H -2.906761 1.108660 -1.573350 1.9 -2.0 -0.3 0.15
H -3.656506 -1.555382 -1.876412 1.6 1.3 -1.1 0.08
H -3.760953 -0.333414 -3.286578 1.8 -1.2 1.6 0.12
H -2.893661 -6.970063 -2.102012 0.2 2.8 -0.9 0.14
H 0.484078 -1.423015 1.967069 -1.0 -1.4 -1.0 0.02
H 0.707101 -3.180547 1.318686 -1.8 2.0 -0.5 0.13
H -0.886068 -2.707028 2.208411 1.5 1.2 -2.0 0.08
H 0.323947 2.839492 -1.329347 -0.4 -1.2 -0.1 0.11
H 0.387726 -0.655394 -3.047842 0.5 0.4 1.5 -0.01
H 2.344576 -0.641892 -1.812553 -1.2 0.6 0.3 0.03
Cl -0.578496 -2.183102 5.309291 0.2 -0.4 0.1 0.65
C -2.299045 -2.572324 5.062087 -0.6 0.1 -0.1 -0.61
C -3.212652 -1.439145 5.501132 -0.1 0.0 -0.1 -0.66
Cl -3.211163 -1.220580 7.268939 0.1 0.0 -0.2 0.58
H -2.518419 -3.499190 5.601274 0.2 0.3 0.0 0.08
H -2.429827 -2.762068 3.992473 0.0 0.1 0.1 0.05
H -4.244221 -1.659571 5.210603 0.2 -0.1 0.0 0.08
H -2.925486 -0.488284 5.041081 0.0 -0.2 0.1 0.06
Cl 2.514020 4.454558 -4.514005 0.0 0.2 -0.1 0.48
C 3.723016 4.929216 -5.732989 0.3 0.2 -0.3 -0.65
C 3.590265 4.125063 -7.016440 -0.1 0.3 -0.1 -0.66
Cl 4.052107 2.419391 -6.792160 -0.1 0.0 0.1 0.54
H 4.716482 4.816906 -5.287636 -0.3 -0.1 -0.1 0.07
H 3.561876 5.991190 -5.941379 0.0 -0.2 0.0 0.08
H 4.255654 4.534786 -7.782282 -0.1 0.0 0.2 0.08
H 2.567270 4.151685 -7.405050 0.2 0.0 0.2 0.07